# C32H38HfN6O4SSi

A molecular structure, C32H38HfN6O4SSi at a distorted geometry (ωB97M-V/def2-TZVPD, OMol25).

Each line ends with the Löwdin charge.
Cartesian coordinates (Å):
Hf 0.57 -0.34 0.12  1.498
S -1.51 1.21 0.59  0.658
Si -3.30 2.57 3.29  0.461
O 2.20 -4.09 -2.20  0.066
O 3.81 -0.27 -1.13  -0.031
O -2.23 1.95 -5.88  -0.041
O -1.78 3.89 -4.70  -0.029
N 1.43 -2.09 -2.86  0.178
N 1.75 1.72 0.02  -0.051
N 2.86 -0.89 -0.32  -0.074
N 0.99 0.62 -2.19  0.072
N 1.26 -1.91 1.39  -0.028
N 0.08 0.37 2.39  -0.101
C 1.39 -1.11 -3.81  -0.219
C 1.40 4.46 0.64  -0.003
C 1.28 2.59 -0.95  -0.206
C 4.65 -2.49 0.06  -0.021
C -2.91 -3.21 -0.91  -0.108
C -0.04 0.66 4.79  -0.057
C 2.17 3.56 1.48  -0.025
C 2.31 -4.10 1.50  -0.031
C 1.07 3.96 -0.62  0.005
C -2.22 -2.51 1.32  -0.119
C 2.14 -3.15 -3.18  -0.375
C 2.26 2.23 1.13  -0.161
C -1.68 2.68 -5.00  -0.666
C -0.78 -1.81 -0.76  -0.341
C 1.80 -1.37 -5.10  -0.023
C 0.75 0.11 -3.43  -0.184
C -1.13 1.48 4.64  -0.085
C -3.04 4.24 2.53  -0.180
C -1.05 1.09 2.26  -0.715
C -0.24 0.67 -4.31  0.104
C -4.49 1.55 2.27  -0.198
C -0.17 2.60 -2.99  0.058
C 2.55 -2.49 -5.41  -0.048
C 3.28 -2.03 0.24  -0.255
C 0.69 1.95 -2.11  -0.242
C -1.68 1.65 3.38  -0.238
C -4.14 2.74 4.93  -0.178
C 2.22 -2.66 1.09  -0.407
C -1.67 -2.90 -0.09  -0.495
C 2.64 -3.46 -4.44  -0.013
C -0.67 2.01 -4.13  -0.084
C 0.51 0.09 3.63  -0.120
H -3.38 2.75 5.71  0.005
H -1.36 -2.46 2.08  0.069
H -1.41 -1.18 -1.45  0.059
H 4.93 -2.70 -0.99  0.108
H 1.37 -4.62 1.37  0.078
H 0.77 4.62 -1.47  0.136
H 3.50 0.63 -1.33  0.083
H -2.95 -3.30 1.63  0.078
H -0.62 0.18 -5.24  0.146
H -2.79 -1.56 1.31  0.058
H 2.61 1.55 1.90  0.113
H -4.78 0.64 2.83  0.041
H 2.71 -4.26 2.49  0.076
H -2.05 4.49 2.11  0.023
H -3.77 -2.67 -0.48  0.072
H 2.40 -4.98 -2.52  0.115
H 4.82 -3.29 0.80  0.089
H -3.66 4.35 1.58  0.056
H 3.04 -4.65 0.87  0.071
H -0.56 3.56 -2.66  0.121
H 1.62 -0.64 -5.90  0.130
H -4.92 2.00 5.18  0.042
H -3.21 -4.32 -0.81  0.094
H -1.03 -3.74 0.07  0.100
H 5.36 -1.71 0.35  0.098
H 2.63 3.93 2.42  0.117
H -4.72 3.73 4.89  0.066
H 0.46 0.49 5.74  0.104
H 1.06 5.44 0.96  0.116
H -2.71 -2.96 -1.99  0.083
H 0.00 -2.24 -1.38  -0.003
H -1.51 2.05 5.50  0.102
H 3.00 -2.57 -6.43  0.131
H 1.34 -0.55 3.73  0.086
H 3.19 -4.40 -4.66  0.129
H -5.38 2.18 2.10  0.039
H -4.04 1.34 1.28  -0.015
H -3.34 5.06 3.22  0.033

The calculation puts the gap between HOMO and LUMO at 0.24042 Ha. As for the total charge: 0. The highest occupied orbital energy comes out at -7.8255 eV. The LUMO energy comes out at -1.28 eV.

# C32H38N14O6PSTi

A molecular structure, C32H38N14O6PSTi at a distorted geometry (ωB97M-V/def2-TZVPD, OMol25).

Each line ends with the Löwdin charge.
Cartesian coordinates (Å):
Ti 0.00 -0.29 0.48  0.787
S -0.67 -2.69 -1.71  0.938
P -1.60 2.54 1.82  1.197
O 2.32 3.78 -5.80  -0.032
O 1.45 -0.64 -3.24  0.067
O 0.45 -0.44 -1.29  -0.245
O 1.51 5.62 -4.80  -0.058
O 0.55 -3.46 -1.48  -0.491
O -0.70 -1.83 0.76  -0.409
N 0.85 1.65 0.63  -0.007
N -3.61 -0.05 2.21  0.177
N 4.24 -1.92 -0.21  -0.078
N -3.44 1.87 -0.23  -0.116
N 4.23 -1.30 2.13  -0.088
N 0.77 3.83 0.92  -0.123
N 3.26 -3.39 1.41  -0.080
N -1.76 0.45 0.00  -0.057
N -1.36 -2.73 1.45  0.001
N -0.29 2.06 -1.83  0.109
N -0.33 0.14 2.52  -0.005
N 2.15 -1.29 0.86  -0.108
N -1.68 0.94 4.11  -0.132
N -3.67 -3.96 3.67  0.105
C 0.97 3.52 -3.85  -0.088
C 1.98 2.22 0.11  -0.100
C 1.94 3.57 0.29  -0.030
C -2.75 1.71 4.67  -0.059
C 1.68 4.40 -4.95  -0.718
C 4.02 -3.31 0.17  -0.161
C -4.17 3.09 -0.22  -0.036
C 0.07 4.12 -2.98  -0.009
C -2.47 -2.33 2.11  -0.371
C -2.02 -3.98 -1.67  -0.281
C -0.42 -0.76 3.54  -0.112
C 4.96 -1.26 0.86  -0.178
C -0.53 3.35 -2.01  -0.151
C 0.86 0.03 -2.41  -0.550
C -3.12 -3.25 2.94  -0.250
C 0.58 1.49 -2.66  -0.178
C 2.94 -0.65 1.93  -0.172
C -0.87 -2.52 -3.55  -0.279
C 1.23 2.17 -3.69  0.067
C -3.72 0.77 -0.99  -0.024
C -1.78 -3.63 -4.05  -0.242
C -3.05 -1.07 2.13  -0.214
C -2.82 -3.84 -2.96  -0.255
C 4.00 -2.71 2.45  -0.183
C 0.13 2.65 1.11  -0.407
C 1.98 -2.72 1.22  -0.159
C -2.69 -0.10 -0.83  -0.082
C -1.25 -0.29 4.51  -0.036
C 0.31 5.13 1.31  -0.033
C 2.95 -1.28 -0.38  -0.157
C -1.09 1.19 2.90  -0.442
C -2.21 1.67 0.34  -0.450
H -5.24 2.89 -0.08  0.097
H 0.41 5.81 0.47  0.101
H 3.44 -2.76 3.39  0.125
H -1.50 -4.93 -1.62  0.093
H 0.89 5.51 2.16  0.097
H 3.12 0.40 1.69  0.114
H 1.41 -2.81 2.15  0.117
H -3.47 -2.96 -2.90  0.104
H 1.93 1.65 -4.33  0.125
H -2.56 -1.08 -1.24  0.086
H -2.24 -3.37 -5.01  0.108
H 2.39 -1.82 -1.16  0.116
H 4.97 -3.20 2.59  0.123
H -3.82 3.72 0.60  0.064
H -0.13 5.18 -3.10  0.105
H -1.34 -1.54 -3.69  0.090
H 3.45 -3.81 -0.62  0.134
H 2.63 4.33 0.01  0.130
H 0.11 -1.70 3.54  0.110
H 3.13 -0.25 -0.71  0.116
H 2.38 -0.71 2.88  0.119
H -3.57 1.75 3.95  0.066
H -0.74 5.06 1.60  0.053
H 1.44 -3.22 0.41  0.103
H 0.12 -2.50 -3.99  0.087
H -1.24 3.78 -1.30  0.090
H -1.20 -4.54 -4.20  0.113
H -1.60 -0.75 5.42  0.129
H 2.73 1.65 -0.41  0.108
H -3.44 -4.71 -3.15  0.108
H -2.41 2.72 4.90  0.087
H -3.11 1.22 5.58  0.096
H 4.98 -3.81 0.30  0.125
H 5.14 -0.21 0.58  0.127
H -4.64 0.69 -1.54  0.126
H -4.04 3.64 -1.16  0.098
H -2.62 -3.84 -0.77  0.074
H 5.93 -1.75 1.00  0.123

The calculation puts the gap between HOMO and LUMO (alpha / beta) at 0.18412 / 0.24799 Ha. As for the total charge: -1. The highest occupied orbital energy (alpha / beta) comes out at -3.5113 / -5.2981 eV. The LUMO energy (alpha / beta) comes out at 1.50 / 1.45 eV. The spin multiplicity is 3.

# C32H38N3O

A molecular structure, C32H38N3O at a distorted geometry (ωB97M-V/def2-TZVPD, OMol25).

Each line ends with the Löwdin charge.
Cartesian coordinates (Å):
O -3.25 0.84 -3.53  0.084
N -0.53 0.10 -1.45  0.109
N -1.09 -0.02 -3.62  -0.019
N 3.26 -1.53 1.99  -0.027
C 2.32 -0.47 -1.91  -0.042
C 1.46 1.45 -3.25  -0.025
C -3.49 -1.26 3.01  -0.048
C -2.47 -1.73 0.87  -0.030
C 2.20 2.46 1.88  -0.057
C -2.03 2.05 -1.03  -0.063
C -1.87 2.78 1.39  -0.055
C 1.40 -0.07 -3.05  -0.535
C -1.11 -0.27 -5.04  -0.014
C -1.87 0.59 -1.51  -0.199
C -2.26 -0.78 3.48  -0.047
C 3.47 2.17 2.42  -0.056
C -0.07 -0.46 -2.68  -0.243
C -2.19 0.50 -3.00  -0.378
C -3.59 -1.72 1.70  -0.053
C -4.43 1.80 1.89  -0.082
C 1.81 0.13 1.48  -0.151
C 2.18 -2.13 1.42  -0.180
C -3.68 2.34 2.94  -0.093
C 3.93 0.84 2.52  0.006
C -2.60 2.17 0.36  -0.225
C 2.10 -3.60 1.30  0.012
C -3.89 1.70 0.61  -0.037
C 4.41 -2.26 2.50  0.012
C 1.25 -1.14 1.06  -0.137
C 1.36 1.45 1.41  -0.017
C -1.15 -0.76 2.65  0.008
C -1.23 -1.25 1.33  -0.180
C 3.08 -0.15 2.05  -0.147
C -2.39 2.84 2.68  -0.075
C -0.06 -1.29 0.41  0.020
C 1.87 -0.81 -4.30  -0.049
H -0.08 -2.18 -0.24  0.140
H 2.12 0.13 -1.01  0.070
H -4.09 2.37 3.95  0.108
H -0.50 0.47 -5.57  0.092
H -2.54 -2.12 -0.15  0.127
H 2.12 -4.08 2.29  0.108
H -2.17 -0.39 4.49  0.121
H 2.96 -0.71 -4.40  0.095
H 4.89 0.57 2.95  0.110
H 1.87 3.50 1.84  0.110
H -0.09 -1.57 -2.61  0.165
H -1.05 2.54 -1.09  0.121
H 4.12 -2.91 3.34  0.110
H -5.44 1.42 2.08  0.111
H 2.21 -1.53 -1.66  0.093
H 3.37 -0.29 -2.19  0.103
H -4.55 -2.07 1.31  0.120
H 2.93 -4.01 0.71  0.103
H 0.86 1.76 -4.11  0.086
H 4.11 2.98 2.77  0.111
H -1.79 3.27 3.49  0.109
H 0.38 1.65 0.99  0.084
H -2.14 -0.17 -5.40  0.101
H -0.73 -1.27 -5.27  0.099
H 4.84 -2.89 1.71  0.106
H 1.43 -0.42 -5.22  0.070
H -4.36 -1.25 3.67  0.122
H 1.64 -1.88 -4.23  0.094
H -0.89 3.21 1.17  0.100
H -0.21 -0.31 -0.52  0.043
H -0.20 -0.37 3.02  0.124
H -2.57 -0.09 -0.98  0.141
H 1.11 1.96 -2.35  0.079
H -4.46 1.25 -0.20  0.127
H 2.50 1.75 -3.44  0.098
H -2.72 2.55 -1.74  0.137
H 5.15 -1.54 2.84  0.089
H 1.16 -3.86 0.81  0.088

The calculation puts the gap between HOMO and LUMO at 0.20159 Ha. As for the total charge: +1. The highest occupied orbital energy comes out at -11.0289 eV. The LUMO energy comes out at -5.54 eV.

| no. | total energy (hartree) |
| --- | --- |
| 1 | -2607.38469 |
| 2 | -4049.31729 |
| 3 | -1481.41419 |